No. 1
A molecular structure, C59H69CsF3N10S2Sb2. Source: the OMol25 dataset; level of theory: wB97M-V/def2-TZVPD.

Geometry as ORCA input:
```
! RIJCOSX wB97M-V def2-TZVPD def2/J DEFGRID3
* xyz -1 1
Cs 0.5857 0.1166 0.0178
C -3.0569 -1.3550 3.7855
C -1.7945 -2.1417 3.4305
C -1.9819 -2.9999 2.1843
Sb -0.1991 -4.0472 1.5671
C -1.1512 -4.9032 -0.1514
C -0.8016 -6.1810 -0.5857
C -1.3559 -6.7170 -1.7400
C -2.2706 -5.9778 -2.4802
C -2.6205 -4.7030 -2.0608
C -2.0614 -4.1664 -0.9063
C -0.5742 -5.7518 2.8374
C -1.7580 -6.4877 2.7779
C -1.9761 -7.5600 3.6307
C -1.0081 -7.9168 4.5621
C 0.1754 -7.1983 4.6320
C 0.3879 -6.1250 3.7728
Sb -3.7608 -0.2100 2.0785
C -5.0428 1.0793 3.2518
C -4.6195 1.6313 4.4596
C -5.4159 2.5239 5.1664
C -6.6587 2.8898 4.6700
C -7.0953 2.3535 3.4663
C -6.2950 1.4589 2.7683
C -5.3447 -1.5858 1.6313
C -6.2698 -1.9346 2.6165
C -7.2667 -2.8630 2.3545
C -7.3480 -3.4540 1.0982
C -6.4307 -3.1095 0.1183
C -5.4281 -2.1777 0.3778
H -2.8978 -0.6805 4.6308
H -3.8641 -2.0387 4.0585
H -1.5052 -2.7786 4.2750
H -0.9531 -1.4545 3.2775
H -2.2648 -2.3834 1.3228
H -2.7834 -3.7304 2.3230
H -0.0912 -6.7736 -0.0176
H -1.0707 -7.7116 -2.0626
H -2.7037 -6.3950 -3.3819
H -3.3234 -4.0973 -2.6216
H -2.3571 -3.1520 -0.6473
H -2.5168 -6.2252 2.0477
H -2.9018 -8.1198 3.5683
H -1.1768 -8.7544 5.2280
H 0.9370 -7.4730 5.3522
H 1.3216 -5.5752 3.8317
H -3.6564 1.3564 4.8757
H -5.0652 2.9310 6.1077
H -7.2830 3.5850 5.2176
H -8.0648 2.6295 3.0689
H -6.6597 1.0428 1.8353
H -6.2196 -1.4759 3.5991
H -7.9775 -3.1261 3.1294
H -8.1251 -4.1808 0.8909
H -6.4826 -3.5666 -0.8641
H -4.6944 -1.9213 -0.4031
N -1.9658 4.6058 -1.8118
C -1.7673 5.0642 -0.5243
C -2.2557 6.1603 0.1780
C -1.8128 6.3100 1.4796
C -0.9055 5.4073 2.0562
C -0.4241 4.3218 1.3508
C -0.8799 4.1441 0.0479
N -0.5799 3.1390 -0.8573
C -1.2345 3.4516 -1.9376
C -1.2333 2.6443 -3.1547
C -1.7404 2.9889 -4.3738
S -1.5808 1.6738 -5.4473
C -0.8333 0.7655 -4.2004
N -0.7033 1.3865 -3.0759
H -2.6463 4.9429 -2.4680
H -2.9527 6.8607 -0.2639
H -2.1749 7.1434 2.0682
H -0.5802 5.5613 3.0778
H 0.2826 3.6262 1.7825
H -2.1951 3.9186 -4.6733
H -0.5352 -0.2641 -4.3436
C 4.9096 4.3723 -0.8418
N 3.7993 3.8434 -1.6119
C 3.9089 4.1145 -3.0422
C 2.9683 3.0907 -3.6517
N 3.1246 2.0013 -2.7150
C 2.4065 0.7576 -2.9000
C 3.3618 2.5096 -1.4531
N 3.1351 1.8288 -0.4032
C 3.4862 2.3173 0.9157
C 3.0526 1.3343 2.0192
N 1.7452 1.6388 2.5696
C 1.5734 2.2917 3.6446
N 0.2903 2.5700 4.1185
C -0.8173 1.7773 3.6396
C 0.3664 2.8960 5.5242
C 1.7391 3.5421 5.5992
N 2.4770 2.8265 4.5681
C 3.7593 3.3850 4.1751
H 5.1081 5.3847 -1.1953
H 5.8252 3.7802 -0.9718
H 4.6763 4.4335 0.2155
H 4.9363 3.9411 -3.3921
H 3.6304 5.1455 -3.2643
H 3.2630 2.7952 -4.6588
H 1.9338 3.4638 -3.6810
H 2.0327 0.7416 -3.9226
H 1.5459 0.6932 -2.2382
H 3.0500 -0.1080 -2.7342
H 3.0187 3.2925 1.1162
H 4.5711 2.4478 1.0016
H 3.8407 1.2615 2.7735
H 3.0009 0.3430 1.5622
H -0.6927 1.6377 2.5697
H -1.7506 2.3122 3.8139
H -0.8594 0.7910 4.1198
H 0.3171 1.9941 6.1519
H -0.4369 3.5714 5.8210
H 2.2117 3.4255 6.5752
H 1.6753 4.6140 5.3651
H 4.0059 4.1923 4.8655
H 3.7293 3.8052 3.1675
H 4.5619 2.6504 4.2227
F 5.5787 -2.0566 -1.5213
C 5.0007 -3.2613 -1.6881
F 5.6531 -3.8252 -2.7463
F 5.3287 -4.0153 -0.6277
C 3.5229 -3.1825 -1.9449
C 3.0473 -3.5986 -3.1717
C 1.6892 -3.5226 -3.4566
C 0.8660 -3.0275 -2.4618
N 1.2972 -2.6230 -1.2718
C 2.6198 -2.6685 -0.9635
S 3.1353 -2.0739 0.5611
H 3.7376 -3.9839 -3.9098
H 1.2838 -3.8487 -4.4042
H -0.2078 -2.9515 -2.6152
C -4.7929 -0.6000 -3.4188
C -3.6613 0.0425 -2.6117
C -4.2316 1.1431 -1.7162
C -2.9186 -1.0008 -1.8008
H -5.3327 0.1347 -4.0292
H -5.5038 -1.0878 -2.7461
H -4.3921 -1.3689 -4.0862
H -3.0500 0.5862 -3.3682
H -4.9108 0.7102 -0.9756
H -4.7837 1.8975 -2.2916
H -3.4286 1.6464 -1.1662
H -2.4623 -1.7686 -2.4452
H -2.1318 -0.5466 -1.1793
*
```

E_tot, a.u.: -4433.80726
Energy relative to the best compared isomer or geometry (same formula, charge and spin), kcal per mole: 27.3

These are the Löwdin partial charges, in e, on atoms 1 to 5: 0.80, -0.38, -0.40, -0.43, 1.50

---

No. 2
A molecular structure, C17H33NO2P2Pd in a non-equilibrium geometry. Source: the OMol25 dataset; level of theory: wB97M-V/def2-TZVPD.

Geometry as ORCA input:
```
! RIJCOSX wB97M-V def2-TZVPD def2/J DEFGRID3
* xyz 0 5
Pd 0.0227 -0.1984 0.2406
P 2.3269 -0.1122 -0.0368
P -2.3521 0.2189 0.2125
N 0.0178 0.4217 -1.5339
H 0.8505 -0.8786 1.1439
C 2.8219 -1.5115 -1.0698
H 3.9152 -1.5681 -1.1078
H 2.4250 -1.3609 -2.0806
H 2.4147 -2.4294 -0.6354
C 3.3446 -0.1626 1.4534
H 4.3850 -0.3434 1.1583
H 2.9824 -0.9832 2.0799
H 3.2673 0.7884 1.9938
C 2.9829 1.3520 -0.9328
H 4.0718 1.4194 -0.8029
H 2.5279 2.2722 -0.5421
H 2.7685 1.2766 -2.0068
C -3.2967 -0.9675 -0.8168
H -4.3803 -0.7545 -0.7977
H -3.1045 -1.9820 -0.4399
H -2.9351 -0.8788 -1.8542
C -3.1967 0.3083 1.8405
H -4.2946 0.3469 1.7309
H -2.8636 1.2219 2.3575
H -2.9148 -0.5763 2.4307
C -2.8009 1.7961 -0.5504
H -3.8499 2.0485 -0.3587
H -2.6348 1.7293 -1.6269
H -2.1589 2.5765 -0.1407
C 0.0025 1.3051 -2.4745
C -0.0249 1.9762 -4.8484
C -0.0234 0.9791 -3.9071
C 0.0414 2.7145 -2.1897
C 0.0265 3.6712 -3.1878
C -0.0033 3.3250 -4.5447
H -0.0369 1.6852 -5.9268
H -0.0540 -0.0558 -4.2000
H 0.0717 3.0350 -1.1622
H 0.0407 4.7202 -2.9060
H 0.0009 4.0951 -5.3072
C -0.3684 -2.6793 1.8553
O -1.4131 -2.2246 1.3599
C 0.4640 -3.7694 1.1539
H 0.3581 -4.6788 1.7989
H 1.5310 -3.5795 0.9575
H -0.1038 -3.9489 0.2231
C -0.1695 -2.4745 3.3807
H -1.0961 -2.9915 3.7333
H -0.2210 -1.4044 3.7062
H 0.7490 -2.9328 3.8278
C 0.2601 1.2489 2.9645
C 0.2542 1.4548 1.4645
O 0.3119 2.4900 0.9019
H -0.7332 0.7943 3.2229
H 0.3740 2.2184 3.5127
H 1.0912 0.5438 3.2385
*
```

E_tot, a.u.: -1683.10164
Expectation value of S²: 6.0733

These are the Löwdin partial charges, in e, on atoms 1 to 5: 0.56, 0.70, 0.76, -0.04, -0.09

---

Which value of E_tot does entry 1 give? -4433.80726 a.u.

---

Number 1 is which compound? C59H69CsF3N10S2Sb2

---

Which value of E_tot does entry 1 give? -4433.80726 a.u.